No. 1
DFT (ωB97M-V/def2-TZVPD) results for 12 unconnected molecules or ions with the total composition C41H113N7O16.

Properties
Relative energy (zero: lowest compared OMol25 entry of this formula, charge and spin) ... 24.2247 eV
Kohn-Sham gap ... 0.31607 Eh
2S+1 ... 1
Total charge ... 0
SMILES ... COC[C@H](C)N.COC[C@H](C)N.COC[C@H](C)N.COCCNCCOC.COCCNCCOC.COCCNCCOC.COCCNCCOC.CO.CO.CO.CO.CO
HOMO level ... -8.26 eV

```
177
C41H113N7O16 ωB97M-V/def2-TZVPD
C 2.94 1.60 0.71
O 3.89 0.73 -0.01
C 3.69 -0.66 0.07
C 4.78 -1.48 -0.76
C 4.56 -2.95 -0.70
N 6.04 -1.27 -0.18
H 1.95 1.61 0.25
H 3.40 2.58 0.60
H 2.98 1.49 1.80
H 3.69 -1.04 1.09
H 2.73 -0.81 -0.42
H 4.69 -1.09 -1.78
H 4.98 -3.42 -1.59
H 3.51 -3.23 -0.74
H 4.96 -3.52 0.13
H 5.99 -1.57 0.78
H 6.63 -1.96 -0.63
C -1.38 1.43 2.32
O -1.05 0.13 1.81
C 0.20 0.09 1.06
C 0.30 -1.31 0.45
C -0.91 -1.52 -0.45
N 0.41 -2.34 1.49
H -1.59 1.40 3.39
H -2.23 1.91 1.83
H -0.58 2.17 2.30
H 0.09 0.85 0.29
H 1.05 0.24 1.72
H 1.22 -1.39 -0.12
H -0.80 -2.54 -0.84
H -0.97 -0.93 -1.37
H -1.86 -1.56 0.08
H -0.27 -2.14 2.21
H 0.04 -3.16 1.02
C -0.27 3.02 0.39
O 0.12 3.13 -0.97
C 0.22 4.52 -1.36
C 0.95 4.68 -2.69
C 2.42 4.68 -2.54
N 0.67 5.92 -3.37
H -1.30 3.32 0.58
H 0.34 3.55 1.13
H -0.02 2.02 0.75
H -0.78 4.94 -1.52
H 0.56 5.12 -0.52
H 0.59 3.91 -3.37
H 3.01 4.81 -3.44
H 2.90 3.80 -2.11
H 2.68 5.52 -1.90
H 0.82 6.71 -2.76
H -0.31 6.00 -3.60
C 1.47 -0.16 -1.53
O 2.56 -1.04 -1.84
C 2.09 -2.29 -2.31
C 1.27 -2.28 -3.60
N 1.87 -1.58 -4.75
C 2.80 -2.57 -5.33
C 3.65 -1.77 -6.34
O 4.36 -0.77 -5.57
C 4.06 0.56 -5.82
H 1.98 0.70 -1.08
H 0.66 -0.43 -0.85
H 1.05 0.14 -2.49
H 1.41 -2.66 -1.54
H 3.00 -2.89 -2.30
H 0.33 -1.82 -3.28
H 1.03 -3.32 -3.82
H 2.64 -1.01 -4.41
H 2.25 -3.40 -5.77
H 3.51 -2.88 -4.56
H 3.05 -1.28 -7.11
H 4.35 -2.40 -6.88
H 4.39 0.86 -6.81
H 4.77 1.20 -5.29
H 2.99 0.70 -5.70
C -5.56 1.05 0.87
O -4.97 2.29 0.60
C -3.61 2.37 0.83
C -2.78 1.53 -0.16
N -2.85 1.76 -1.63
C -2.15 2.96 -2.07
C -1.87 3.03 -3.62
O -1.45 4.39 -3.93
C -1.00 4.40 -5.27
H -6.64 1.06 0.69
H -5.39 0.68 1.89
H -5.18 0.32 0.15
H -3.38 2.07 1.85
H -3.46 3.44 0.72
H -3.04 0.50 0.09
H -1.74 1.69 0.13
H -3.83 1.82 -1.86
H -1.27 3.15 -1.45
H -2.67 3.91 -1.90
H -2.86 2.75 -3.98
H -1.15 2.23 -3.76
H -0.34 5.27 -5.33
H -1.75 4.59 -6.03
H -0.42 3.54 -5.60
C 0.44 4.26 6.36
O -0.86 4.13 5.91
C -0.90 3.57 4.67
C -2.28 3.14 4.15
N -2.62 1.98 5.05
C -4.05 1.71 5.08
C -4.60 1.16 3.79
O -4.62 2.10 2.68
C -5.83 2.80 2.64
H 0.59 4.79 7.31
H 1.19 4.70 5.70
H 0.86 3.28 6.55
H -0.14 2.80 4.53
H -0.57 4.29 3.92
H -2.25 2.84 3.11
H -3.11 3.84 4.23
H -2.33 2.14 6.00
H -4.57 2.58 5.47
H -4.24 1.03 5.92
H -5.65 0.95 4.00
H -4.01 0.30 3.48
H -5.90 3.35 1.70
H -6.03 3.48 3.46
H -6.69 2.14 2.67
C 4.01 -5.98 -0.36
O 2.65 -6.32 0.01
C 1.73 -5.84 -0.96
C 0.25 -6.24 -0.80
N -0.14 -6.07 0.59
C -0.27 -4.69 1.05
C -0.37 -4.54 2.57
O 0.90 -4.60 3.27
C 0.84 -5.07 4.59
H 4.20 -6.34 -1.37
H 4.80 -6.34 0.29
H 4.07 -4.89 -0.37
H 1.93 -6.12 -1.99
H 1.75 -4.75 -1.06
H 0.23 -7.22 -1.26
H -0.37 -5.65 -1.47
H 0.61 -6.40 1.19
H -1.26 -4.45 0.66
H 0.50 -3.98 0.75
H -1.08 -5.18 3.09
H -0.74 -3.53 2.72
H 0.36 -6.05 4.66
H 0.33 -4.38 5.25
H 1.82 -5.37 4.98
C -0.98 -0.37 -3.41
O -2.22 -0.89 -3.88
H -0.74 -0.64 -2.38
H -0.24 -0.77 -4.10
H -0.95 0.72 -3.32
H -2.97 -0.75 -3.30
C -1.27 -3.47 -2.41
O -0.24 -4.49 -2.16
H -1.14 -2.43 -2.11
H -1.38 -3.29 -3.48
H -2.24 -3.83 -2.05
H -0.39 -5.12 -2.87
C -4.05 -1.03 1.03
O -3.60 -1.34 -0.27
H -4.44 -1.85 1.62
H -3.27 -0.73 1.72
H -4.85 -0.29 0.99
H -3.42 -2.29 -0.23
C 0.54 -1.32 4.47
O 1.70 -1.69 3.76
H 0.81 -1.07 5.49
H 0.32 -0.37 3.99
H -0.29 -2.03 4.56
H 1.60 -1.72 2.80
C 1.37 3.23 3.42
O 1.24 4.67 3.25
H 0.53 2.60 3.12
H 2.11 2.81 2.74
H 1.65 2.92 4.43
H 0.37 5.04 3.39
```

No. 2
DFT (ωB97M-V/def2-TZVPD) results for a molecular structure, C41H18F15GeLuN8O7S.

Properties
Kohn-Sham gap ... 0.21245 Eh
2S+1 ... 1
Total charge ... -2
HOMO level ... -2.08 eV

```
92
C41H18F15GeLuN8O7S ωB97M-V/def2-TZVPD
Lu 1.49 0.09 1.14
O 2.83 -0.10 -0.54
C 3.06 -0.43 -1.76
C 3.67 0.49 -2.65
C 3.90 0.17 -3.97
C 3.56 -1.09 -4.48
C 3.01 -2.02 -3.62
C 2.78 -1.73 -2.27
C 2.28 -2.79 -1.41
N 2.08 -2.70 -0.16
C 1.62 -3.90 0.52
C 2.32 -4.03 1.86
N 1.91 -2.99 2.84
C 2.53 -2.90 3.97
C 2.33 -1.87 4.96
C 2.52 -2.16 6.33
C 2.21 -1.24 7.29
C 1.68 0.02 6.90
C 1.55 0.35 5.58
C 1.96 -0.55 4.55
O 2.05 -0.21 3.34
H 3.92 1.47 -2.25
H 4.34 0.91 -4.62
H 3.72 -1.33 -5.53
H 2.76 -3.01 -3.99
H 2.10 -3.76 -1.92
H 1.81 -4.81 -0.06
H 0.54 -3.83 0.68
H 3.39 -3.96 1.69
H 2.09 -5.01 2.29
H 3.25 -3.69 4.16
H 2.90 -3.14 6.61
H 2.34 -1.47 8.34
H 1.41 0.74 7.66
H 1.19 1.33 5.26
O 3.71 6.02 0.72
C 3.31 4.89 0.86
C 1.91 4.41 0.68
O 0.91 5.14 0.61
C 1.95 2.97 0.65
C 3.19 2.55 1.24
O 3.40 1.39 1.64
C 4.12 3.70 1.30
O 5.27 3.71 1.66
O 1.03 2.14 0.33
N -0.96 4.08 2.83
N -1.08 2.71 2.73
N -2.25 2.10 2.73
C -1.89 0.83 2.57
N -0.56 0.69 2.52
N -0.07 1.91 2.65
H -1.89 4.45 2.68
H -0.35 4.42 2.07
H -2.58 0.00 2.51
F -3.96 1.41 -3.61
C -2.71 1.89 -3.70
C -1.69 1.36 -2.92
C -0.42 1.88 -3.13
F 0.60 1.43 -2.44
C -0.17 2.87 -4.06
F 1.05 3.35 -4.25
C -1.22 3.36 -4.81
F -0.99 4.31 -5.71
C -2.49 2.88 -4.63
F -3.50 3.36 -5.37
Ge -2.03 -0.11 -1.62
S -0.60 -1.03 -0.34
C -3.74 0.65 -0.87
C -5.00 0.08 -0.85
F -5.25 -1.10 -1.44
C -6.08 0.71 -0.28
F -7.29 0.12 -0.27
C -5.94 1.96 0.26
F -6.99 2.58 0.79
C -4.71 2.59 0.23
F -4.59 3.82 0.72
C -3.64 1.92 -0.32
F -2.47 2.57 -0.33
C -2.59 -1.67 -2.77
C -3.01 -2.83 -2.13
F -3.24 -2.84 -0.81
C -3.20 -4.03 -2.79
F -3.62 -5.12 -2.14
C -2.94 -4.10 -4.14
F -3.13 -5.25 -4.79
C -2.50 -2.99 -4.81
F -2.26 -3.07 -6.12
C -2.33 -1.80 -4.13
F -1.90 -0.78 -4.87
N -0.29 -2.23 2.85
C 0.90 -2.05 2.40
H -0.33 -3.03 3.51
```

No. 3
DFT (ωB97M-V/def2-TZVPD) results for a molecular structure, C41H25Cl77N2O6.

Properties
Kohn-Sham gap ... 0.27843 Eh
2S+1 ... 1
Total charge ... 0
HOMO level ... -9.08 eV

```
151
C41H25Cl77N2O6 ωB97M-V/def2-TZVPD
C 0.42 -3.37 5.32
C 1.43 -3.35 4.03
O 0.78 -2.48 3.06
C 1.66 -2.10 1.97
C 1.76 -0.52 1.76
C 0.36 0.25 2.02
C -0.15 0.85 0.62
C -1.74 0.90 0.43
C -2.55 -0.38 0.93
C -2.22 -1.87 0.43
C -1.02 -2.16 -0.62
C -1.57 -1.73 -2.09
O -2.77 -2.03 -2.41
O -0.68 -1.06 -3.00
C -3.08 -3.12 0.91
Cl -2.77 -4.85 0.36
C -4.30 -2.95 1.93
N -5.07 -4.15 2.36
C -6.29 -4.12 1.84
O -7.52 -3.94 1.71
C -4.59 -1.49 2.42
C -3.75 -0.21 1.97
C -4.20 1.18 2.62
O -3.45 2.13 3.02
C -5.80 1.36 2.85
C -6.57 0.19 3.27
C -8.17 0.32 3.53
N -8.82 -0.79 2.71
C -8.39 -0.72 1.28
C -5.84 -1.25 3.44
O -6.22 -2.11 4.29
H -0.26 -4.27 5.20
H -0.19 -2.38 5.25
H 1.10 -3.40 6.25
H 1.60 -4.40 3.58
H 2.41 -2.84 4.38
H 1.39 -2.70 1.01
H 2.73 -2.47 2.25
H 2.16 -0.35 0.68
H 2.58 -0.05 2.44
H 0.62 1.16 2.70
H -0.41 -0.37 2.60
H 0.34 0.36 -0.32
H 0.22 1.95 0.58
H -1.93 0.97 -0.72
H -2.10 1.90 0.85
H -0.03 -1.64 -0.34
H -0.77 -3.29 -0.71
H -0.27 -0.34 -2.45
H -6.29 2.39 2.73
H -8.57 1.36 3.19
H -8.44 0.21 4.64
H -9.84 -0.74 2.82
H -7.44 -1.37 1.16
H -9.17 -1.19 0.55
H -8.23 0.37 0.89
C 5.32 -0.68 -0.62
Cl 6.68 -0.99 -1.71
Cl 5.44 0.97 0.05
Cl 3.79 -0.84 -1.52
Cl 5.34 -1.86 0.71
C 0.77 0.22 -6.25
Cl 1.95 0.30 -4.93
Cl -0.39 -1.09 -5.93
Cl -0.10 1.77 -6.37
Cl 1.61 -0.10 -7.79
C 4.98 -2.00 -6.49
Cl 6.59 -2.73 -6.68
Cl 4.78 -1.43 -4.82
Cl 4.81 -0.63 -7.61
Cl 3.74 -3.22 -6.85
C -0.61 5.17 1.68
Cl 0.91 4.26 1.76
Cl -1.97 4.11 2.12
Cl -0.53 6.54 2.80
Cl -0.86 5.78 0.02
C 5.64 -6.01 0.23
Cl 5.42 -7.75 -0.05
Cl 6.02 -5.20 -1.31
Cl 4.14 -5.33 0.91
Cl 6.97 -5.76 1.38
C 2.65 1.64 5.64
Cl 2.21 2.51 4.15
Cl 3.92 2.54 6.50
Cl 1.22 1.48 6.68
Cl 3.26 0.02 5.22
C 0.55 -7.47 3.16
Cl -0.59 -6.42 2.29
Cl 0.68 -6.95 4.85
Cl -0.03 -9.15 3.10
Cl 2.15 -7.37 2.39
C 9.23 -1.00 2.13
Cl 8.08 0.00 1.22
Cl 9.32 -0.43 3.81
Cl 8.68 -2.69 2.10
Cl 10.84 -0.89 1.37
C 11.90 2.69 5.00
Cl 12.21 4.42 4.70
Cl 10.27 2.49 5.67
Cl 12.04 1.79 3.48
Cl 13.09 2.08 6.17
C -3.75 -3.37 -7.71
Cl -3.39 -5.07 -8.10
Cl -5.47 -3.05 -8.01
Cl -3.39 -3.06 -5.99
Cl -2.76 -2.31 -8.73
C 10.40 8.39 5.58
Cl 9.96 9.31 4.12
Cl 11.70 9.25 6.44
Cl 8.98 8.24 6.64
Cl 10.97 6.78 5.10
C -2.50 4.46 -8.48
Cl -3.64 5.46 -9.40
Cl -2.40 5.04 -6.81
Cl -3.06 2.77 -8.49
Cl -0.89 4.55 -9.24
C -5.20 7.21 -4.85
Cl -4.90 8.94 -5.17
Cl -6.83 7.02 -4.17
Cl -5.08 6.30 -6.38
Cl -4.00 6.60 -3.70
C -11.38 0.51 -1.48
Cl -12.71 0.66 -0.31
Cl -11.99 0.86 -3.12
Cl -10.09 1.66 -1.07
Cl -10.73 -1.15 -1.44
C -7.64 2.79 -5.42
Cl -7.07 1.40 -6.36
Cl -8.54 3.90 -6.48
Cl -8.69 2.23 -4.10
Cl -6.24 3.65 -4.72
C 6.14 11.04 3.96
Cl 4.97 12.08 4.81
Cl 7.21 12.05 2.97
Cl 7.10 10.13 5.14
Cl 5.27 9.90 2.92
C 0.15 -6.74 -2.20
Cl 1.35 -6.65 -0.89
Cl -1.01 -8.05 -1.85
Cl -0.71 -5.19 -2.31
Cl 0.98 -7.06 -3.73
C 5.04 5.52 1.68
Cl 6.44 5.21 0.63
Cl 5.13 7.17 2.33
Cl 3.54 5.33 0.74
Cl 5.04 4.36 3.03
C -1.72 -9.44 -5.98
Cl -2.88 -8.43 -6.88
Cl -1.60 -8.83 -4.31
Cl -2.28 -11.12 -5.97
Cl -0.13 -9.34 -6.77
```

No. 4
DFT (ωB97M-V/def2-TZVPD) results for a molecular structure, C41H27Cl5GeN3Zn.

Properties
Expectation value of S² ... 0.754
Relative energy (zero: lowest compared OMol25 entry of this formula, charge and spin) ... 0.7093 eV
Kohn-Sham gap (spin up / spin down) ... 0.25126 / 0.21409 Eh
2S+1 ... 2
Total charge ... 0
HOMO level (spin up / spin down) ... -7.12 / -7.15 eV

```
78
C41H27Cl5GeN3Zn ωB97M-V/def2-TZVPD
Zn -0.22 1.16 0.65
C -0.95 -0.04 4.88
C -1.19 0.44 3.58
N -0.23 0.63 2.71
C 1.06 0.39 3.06
C 1.40 -0.12 4.34
C 0.34 -0.34 5.25
C 2.75 -0.34 4.66
C 3.72 -0.05 3.73
C 3.41 0.49 2.49
C 2.10 0.77 2.13
N 1.65 1.42 1.04
C 2.19 2.54 0.48
C 3.51 2.78 0.15
C 3.91 3.99 -0.41
C 3.01 5.00 -0.67
C 1.65 4.81 -0.36
C 0.66 5.78 -0.59
C -0.63 5.54 -0.20
C -0.94 4.32 0.40
N -0.05 3.37 0.58
C 1.23 3.58 0.22
H -1.77 -0.16 5.56
H -2.20 0.67 3.26
H 0.56 -0.72 6.24
H 3.00 -0.72 5.63
H 4.76 -0.23 3.97
H 4.21 0.72 1.80
H 4.25 2.01 0.30
H 4.95 4.13 -0.66
H 3.33 5.93 -1.11
H 0.94 6.71 -1.07
H -1.41 6.28 -0.35
H -1.94 4.11 0.75
Cl 1.27 1.73 -2.37
C -0.43 1.52 -2.39
C -1.06 1.18 -1.20
C -2.44 1.03 -1.26
Cl -3.20 0.63 0.23
C -3.18 1.20 -2.42
Cl -4.88 0.98 -2.43
C -2.51 1.55 -3.60
Cl -3.38 1.73 -5.06
C -1.13 1.71 -3.58
Cl -0.30 2.16 -5.01
C 0.13 -2.94 2.35
Ge -0.19 -1.85 0.66
C 1.30 -2.54 -0.53
C 1.38 -3.89 -0.85
C 2.42 -4.37 -1.62
C 3.41 -3.51 -2.07
C 3.34 -2.16 -1.75
C 2.29 -1.69 -0.99
C -1.99 -2.42 -0.03
C -2.90 -2.91 0.88
C -4.19 -3.29 0.50
C -4.59 -3.15 -0.80
C -3.72 -2.62 -1.76
C -4.12 -2.44 -3.11
C -3.25 -1.95 -4.04
C -1.94 -1.61 -3.66
C -1.53 -1.76 -2.37
C -2.40 -2.26 -1.38
H -0.02 -4.00 2.11
H -0.52 -2.67 3.17
H 1.16 -2.81 2.68
H 0.61 -4.57 -0.50
H 2.47 -5.42 -1.88
H 4.22 -3.88 -2.67
H 4.11 -1.48 -2.09
H 2.22 -0.63 -0.76
H -2.61 -3.02 1.92
H -4.86 -3.70 1.25
H -5.59 -3.45 -1.10
H -5.13 -2.71 -3.38
H -3.56 -1.82 -5.07
H -1.25 -1.24 -4.40
H -0.52 -1.50 -2.08
```

Number 1: E -87502.19447 eV. Number 2: E -210797.88000 eV. Number 3: E -1022395.81789 eV. Number 4: E -214972.88038 eV.